[1]
Here is C4H10O2 in the gas phase from OMol25. Energies are from ωB97M-V/def2-TZVPD.

Geometry as XYZ:
```
16
Properties=species:S:1:pos:R:3:lowdin_charge:R:1
C -0.98836 -2.08534 0.22699 -0.0838
C -1.19947 -0.77291 -0.52355 -0.2949
O -0.48451 0.25952 0.12102 -0.2047
C 0.74682 1.08268 -0.47832 -0.3697
C 0.90658 1.99131 0.70026 -0.0299
O 1.81848 0.28969 -0.79917 0.0182
H 0.02519 -2.44990 0.06921 0.0674
H -1.13487 -1.92162 1.29314 0.0720
H -1.69219 -2.84504 -0.11077 0.0687
H -0.87508 -0.87187 -1.56916 0.1167
H -2.26638 -0.50626 -0.52281 0.1113
H 0.38314 1.54408 -1.39969 0.1494
H 0.83727 3.04189 0.43734 0.0770
H -0.01902 1.63097 1.27226 0.1129
H 1.79445 1.75175 1.28117 0.0799
H 2.14795 -0.13893 0.00208 0.1094
```

Properties
SMILES: CCO[C@@H](C)O
Lowest unoccupied orbital energy (eV): 1.002
Relative energy (zero: lowest compared OMol25 entry of this formula, charge and spin) (kcal per mole): 37.2
HOMO (eV): -9.74

---

[2]
Here is a molecular structure, C5H9N from OMol25. Energies are from ωB97M-V/def2-TZVPD.

Geometry as XYZ:
```
15
Properties=species:S:1:pos:R:3:lowdin_charge:R:1
C 0.33829 -1.88540 -0.20952 -0.1162
C 1.10738 -0.67044 -0.12869 -0.1231
C -0.48155 0.92504 0.73395 -0.2365
C -0.66924 2.01556 -0.29930 -0.1340
C -1.26574 -0.19849 0.73456 -0.3313
N -1.65186 -1.31338 0.59297 0.1038
H 0.41442 -2.63139 0.57261 0.0924
H -0.13032 -2.17158 -1.14418 0.0936
H 1.65677 -1.75457 -0.58839 0.1590
H 1.71403 -0.45971 0.74453 0.0971
H 1.18252 -0.00355 -0.98050 0.0933
H -0.08241 1.23423 1.70083 0.0957
H 0.27077 2.56185 -0.45400 0.0660
H -0.97600 1.59385 -1.26409 0.0732
H -1.42706 2.75797 -0.01078 0.0670
```

Properties
Lowest unoccupied orbital energy (eV): 0.852
Relative energy (zero: lowest compared OMol25 entry of this formula, charge and spin) (kcal per mole): 103.3
HOMO (eV): -7.60

---

- The lowest relative energy (zero: lowest compared OMol25 entry of this formula, charge and spin) belongs to which entry?
  C4H10O2

---

- What is the lowest unoccupied orbital energy in the first record?
  1.002 eV

---

- Number 1 is which compound?
  C4H10O2